Formula: C4H8N
Source: the Open Molecules 2025 dataset
Level of theory: ωB97M-V/def2-TZVPD

Orbital gap, eV: 10.171
DFT total energy, eV: -5757.5240
LUMO energy, Ha: -0.185
Energy above the lowest of the compared OMol25 structures with the same formula, charge and spin, kJ/mol: 225.8
Maximum force, hartree/bohr: 0.0978
Charge: +1

Atoms and positions in Å:
1 C -1.96763 -1.37467 0.00664
2 C -1.15452 -1.99263 -0.56442
3 C 0.95591 1.54715 -0.84446
4 C 0.62467 0.29128 1.08012
5 N 0.46086 0.49632 -0.35320
6 H -2.94679 -1.06001 0.39970
7 H -0.35439 -2.61441 -1.00877
8 H 1.41615 2.27375 -0.10305
9 H 0.90947 1.84280 -1.85952
10 H -0.35994 0.25986 1.49394
11 H 1.14526 -0.63216 1.30631
12 H 1.19862 1.25785 1.36942
13 H 0.07232 -0.29512 -0.92270

In the Löwdin picture, each atom carries the following charge in e: atom 1 (C): 0.006, atom 2 (C): -0.013, atom 3 (C): 0.165, atom 4 (C): -0.013, atom 5 (N): -0.009, atom 6 (H): 0.077, atom 7 (H): 0.081, atom 8 (H): 0.144, atom 9 (H): 0.115, atom 10 (H): 0.081, atom 11 (H): 0.112, atom 12 (H): 0.128, atom 13 (H): 0.126